(1)
The following is a quantum chemistry calculation of a cluster of 2 separate species, C14H16 in total, from the OMol25 dataset.

Last column: Mulliken charge in e.
Positions of all 30 atoms, in Å:
C: -1.364 2.162 -3.975  -1.3189
C: -1.918 1.457 -2.793  0.5738
C: -1.063 0.765 -1.922  -0.3742
C: -1.509 0.325 -0.689  -0.3077
C: -2.875 0.389 -0.310  -0.5687
C: -3.731 0.982 -1.232  -0.4301
C: -3.252 1.472 -2.437  -0.3321
H: -0.876 3.056 -3.575  0.2963
H: -1.994 2.779 -4.624  0.3626
H: -0.635 1.527 -4.512  0.2873
H: -0.050 0.529 -2.205  0.3564
H: -0.899 -0.226 0.016  0.4399
H: -3.223 -0.034 0.618  0.3964
H: -4.728 1.349 -0.973  0.2890
H: -3.961 1.886 -3.148  0.3252
C: 1.975 0.983 1.955  -1.4403
C: 2.113 -0.509 2.197  0.8232
C: 2.988 -1.191 1.326  -0.3774
C: 2.970 -2.580 1.224  -0.5498
C: 2.120 -3.247 2.104  -0.3028
C: 1.403 -2.594 3.104  -0.4146
C: 1.341 -1.192 3.114  -0.4955
H: 1.828 1.089 0.881  0.3153
H: 2.921 1.488 2.161  0.3647
H: 1.096 1.447 2.396  0.3551
H: 3.520 -0.606 0.572  0.3213
H: 3.669 -3.206 0.692  0.3760
H: 2.126 -4.345 2.086  0.3128
H: 1.118 -3.204 3.955  0.3277
H: 0.894 -0.749 3.994  0.3889

Its net charge is 0. As for the SMILES: Cc1ccccc1.Cc1ccccc1. The value obtained for the molecular weight is 184.28 g/mol. The HOMO-LUMO gap is 9.805 eV.

***

(2)
The following is a quantum chemistry calculation of a structure of composition C14H16, from the OMol25 dataset.

Last column: Mulliken charge in e.
Positions of all 30 atoms, in Å:
C: 3.689 -1.155 -0.033  -0.7760
C: 3.954 0.172 0.291  -0.5070
C: 2.360 -1.522 -0.347  -0.3837
C: 2.947 1.125 0.220  -0.5001
C: 1.332 -0.596 -0.308  0.8218
C: 1.633 0.765 -0.077  -0.0614
C: -0.087 -0.941 -0.331  0.5899
C: 0.414 1.516 0.002  0.3586
C: -0.846 0.080 0.016  0.0262
C: 0.200 2.820 0.066  -1.1680
C: -0.511 -2.365 -0.245  -1.7224
C: -2.965 0.171 -1.127  -1.4687
C: -2.761 0.200 1.459  -1.7061
C: -2.162 0.685 0.089  0.8756
H: 4.577 -1.747 -0.283  0.3112
H: 4.929 0.504 0.443  0.4322
H: 2.141 -2.467 -0.862  0.2273
H: 3.225 2.177 0.494  0.2470
H: -0.814 3.316 -0.017  0.2626
H: 1.002 3.525 -0.110  0.3200
H: -0.397 -2.755 0.774  0.3071
H: 0.079 -2.902 -0.884  0.6087
H: -1.489 -2.721 -0.617  0.3378
H: -2.431 -0.485 -1.742  0.3890
H: -3.104 1.006 -1.801  0.3189
H: -3.998 -0.233 -0.822  0.3121
H: -3.721 0.629 1.641  0.4736
H: -2.104 0.389 2.341  0.3577
H: -2.869 -0.916 1.589  0.3154
H: -2.221 1.724 0.182  0.4007

Its net charge is 0. The value obtained for the molecular weight is 184.28 g/mol. The HOMO-LUMO gap is 8.542 eV.

***

(3)
The following is a quantum chemistry calculation of a cluster of 2 separate species, C14H16 in total, from the OMol25 dataset.

Last column: Mulliken charge in e.
Positions of all 30 atoms, in Å:
C: 0.481 0.313 3.955  -1.4112
C: 1.325 0.594 2.751  0.8608
C: 1.186 1.838 2.108  -0.4330
C: 2.110 2.241 1.179  -0.5501
C: 3.010 1.292 0.661  -0.3162
C: 3.034 0.015 1.159  -0.4953
C: 2.225 -0.323 2.259  -0.4900
H: -0.572 0.209 3.656  0.3156
H: 0.550 1.056 4.743  0.3250
H: 0.671 -0.694 4.332  0.3654
H: 0.371 2.459 2.452  0.4024
H: 2.166 3.226 0.725  0.3495
H: 3.577 1.540 -0.221  0.3706
H: 3.657 -0.751 0.725  0.3929
H: 2.279 -1.334 2.635  0.3015
C: -3.685 -0.107 -3.468  -1.3158
C: -2.561 -0.549 -2.606  0.7223
C: -1.851 0.338 -1.815  -0.5473
C: -0.725 -0.083 -1.109  -0.1693
C: -0.416 -1.431 -1.059  -0.2217
C: -1.181 -2.358 -1.748  -0.6351
C: -2.280 -1.913 -2.463  -0.4539
H: -4.137 -0.933 -4.014  0.3460
H: -3.394 0.531 -4.314  0.3044
H: -4.464 0.459 -2.953  0.3024
H: -2.150 1.378 -1.782  0.3663
H: -0.159 0.663 -0.570  0.2972
H: 0.413 -1.758 -0.439  0.3750
H: -0.925 -3.412 -1.740  0.3555
H: -2.910 -2.583 -3.029  0.2859

Its net charge is 0. As for the SMILES: Cc1ccccc1.Cc1ccccc1. The value obtained for the molecular weight is 184.28 g/mol. The HOMO-LUMO gap is 9.817 eV.

***

(4)
The following is a quantum chemistry calculation of a cluster of 2 separate species, C14H16 in total, from the OMol25 dataset.

Last column: Mulliken charge in e.
Positions of all 30 atoms, in Å:
C: -1.230 -2.975 2.038  -1.0440
C: -1.198 -1.485 1.849  0.7685
C: -0.367 -0.682 2.671  -0.5921
C: -0.367 0.699 2.531  -0.6630
C: -1.282 1.312 1.554  -0.1206
C: -2.140 0.516 0.759  -0.4014
C: -2.024 -0.870 0.935  -0.5742
H: -0.695 -3.316 3.031  0.2940
H: -0.719 -3.296 1.075  0.2312
H: -2.286 -3.398 2.240  0.2835
H: 0.083 -0.948 3.553  0.4155
H: 0.140 1.502 3.157  0.2909
H: -1.366 2.437 1.303  0.2513
H: -2.895 1.077 0.081  0.2756
H: -2.782 -1.381 0.568  0.5927
C: 3.024 -0.893 -1.372  -1.3111
C: 1.838 0.122 -1.366  1.0690
C: 0.581 -0.432 -1.487  -0.4285
C: -0.399 0.297 -2.205  -0.4032
C: -0.073 1.645 -2.488  -0.6702
C: 1.096 2.202 -1.906  -0.4434
C: 2.202 1.449 -1.569  -0.7301
H: 3.070 -1.242 -2.403  0.2932
H: 2.710 -1.803 -0.579  0.2278
H: 4.025 -0.582 -1.074  0.3923
H: 0.229 -1.389 -1.153  0.3562
H: -1.128 -0.352 -2.695  0.3782
H: -0.719 2.201 -3.064  0.5044
H: 1.137 3.277 -2.087  0.3635
H: 3.239 1.788 -1.611  0.3941

Its net charge is 0. As for the SMILES: Cc1ccccc1.Cc1ccccc1. The value obtained for the molecular weight is 184.28 g/mol. The HOMO-LUMO gap is 9.550 eV.

***

(5)
The following is a quantum chemistry calculation of a cluster of 2 separate species, C14H16 in total, from the OMol25 dataset.

Last column: Mulliken charge in e.
Positions of all 30 atoms, in Å:
C: -1.937 -1.743 1.165  -1.6412
C: -0.800 -2.258 0.342  0.4560
C: 0.432 -2.527 0.947  -0.2489
C: 1.569 -2.700 0.178  -0.4181
C: 1.502 -2.719 -1.211  -0.5320
C: 0.256 -2.559 -1.802  -0.3874
C: -0.887 -2.350 -1.044  -0.2528
H: -1.558 -1.239 2.061  0.3688
H: -2.565 -2.502 1.655  0.4122
H: -2.590 -1.072 0.622  0.3674
H: 0.485 -2.494 2.028  0.3731
H: 2.525 -2.739 0.685  0.3422
H: 2.401 -2.783 -1.806  0.4275
H: 0.209 -2.656 -2.883  0.3377
H: -1.859 -2.253 -1.512  0.3801
C: -1.552 1.988 1.361  -1.1142
C: -0.378 2.201 0.451  0.6291
C: 0.281 3.421 0.475  -0.6654
C: 1.286 3.661 -0.469  -0.4170
C: 1.764 2.647 -1.269  -0.4693
C: 1.227 1.361 -1.142  -0.4410
C: 0.154 1.142 -0.290  0.5376
H: -1.750 2.776 2.086  0.3664
H: -1.638 0.984 1.773  0.0732
H: -2.466 2.016 0.736  0.2786
H: 0.025 4.241 1.134  0.3275
H: 1.695 4.663 -0.538  0.3448
H: 2.516 2.842 -2.024  0.3656
H: 1.843 0.534 -1.487  0.3531
H: -0.191 0.117 -0.221  -0.1533

Its net charge is 0. As for the SMILES: Cc1ccccc1.Cc1ccccc1. The value obtained for the molecular weight is 184.28 g/mol. The HOMO-LUMO gap is 9.810 eV.

***

(6)
The following is a quantum chemistry calculation of a cluster of 2 separate species, C14H16 in total, from the OMol25 dataset.

Last column: Mulliken charge in e.
Positions of all 30 atoms, in Å:
C: -0.035 1.440 1.472  -1.2613
C: 1.331 0.902 1.242  0.6997
C: 1.829 -0.192 1.923  -0.1214
C: 3.175 -0.618 1.816  -0.5934
C: 4.017 0.124 0.969  -0.4073
C: 3.496 1.160 0.240  -0.5382
C: 2.192 1.587 0.369  -0.4204
H: -0.532 1.614 0.525  0.3328
H: -0.141 2.302 2.157  0.4118
H: -0.651 0.701 2.077  0.1325
H: 1.231 -0.857 2.563  0.2531
H: 3.559 -1.431 2.395  0.4242
H: 5.071 -0.113 1.105  0.3334
H: 4.179 1.651 -0.429  0.3741
H: 1.889 2.582 0.052  0.3770
C: -2.372 -1.325 0.884  -1.6370
C: -2.040 -0.895 -0.540  0.7995
C: -0.818 -0.887 -1.134  -0.1243
C: -0.618 -0.583 -2.490  -0.6658
C: -1.737 -0.358 -3.244  -0.4849
C: -2.983 -0.158 -2.611  -0.3710
C: -3.179 -0.367 -1.249  -0.6094
H: -1.740 -2.081 1.334  0.3539
H: -3.394 -1.712 0.757  0.4816
H: -2.471 -0.468 1.537  0.3043
H: 0.011 -1.150 -0.494  0.4419
H: 0.347 -0.617 -2.976  0.3963
H: -1.715 -0.232 -4.313  0.3710
H: -3.807 0.174 -3.237  0.3363
H: -4.092 -0.194 -0.699  0.4111

Its net charge is 0. As for the SMILES: Cc1ccccc1.Cc1ccccc1. The value obtained for the molecular weight is 184.28 g/mol. The HOMO-LUMO gap is 9.877 eV.

***

(7)
The following is a quantum chemistry calculation of a cluster of 2 separate species, C14H16 in total, from the OMol25 dataset.

Last column: Mulliken charge in e.
Positions of all 30 atoms, in Å:
C: -0.170 2.639 0.150  -1.2614
C: 0.521 2.468 1.492  0.6774
C: 0.218 3.348 2.541  -0.4926
C: 0.878 3.266 3.758  -0.4014
C: 1.709 2.187 4.042  -0.4533
C: 1.948 1.270 3.042  -0.4531
C: 1.408 1.452 1.775  -0.2751
H: -0.854 1.801 0.062  0.2591
H: 0.558 2.646 -0.663  0.3365
H: -0.679 3.604 0.155  0.3553
H: -0.397 4.208 2.335  0.2576
H: 0.749 4.095 4.441  0.3525
H: 2.045 2.104 5.070  0.3558
H: 2.568 0.404 3.246  0.3452
H: 1.710 0.824 0.941  0.3961
C: 1.510 -2.444 -2.470  -1.4230
C: 0.022 -2.379 -2.344  0.9072
C: -0.675 -1.189 -2.587  -0.5510
C: -2.050 -1.186 -2.502  -0.3302
C: -2.785 -2.348 -2.246  -0.5316
C: -2.098 -3.523 -2.048  -0.3675
C: -0.699 -3.533 -2.079  -0.4373
H: 1.957 -1.599 -3.005  0.3557
H: 1.885 -3.338 -2.955  0.3727
H: 2.030 -2.409 -1.509  0.2821
H: -0.086 -0.315 -2.831  0.3309
H: -2.629 -0.279 -2.599  0.3563
H: -3.864 -2.260 -2.376  0.3407
H: -2.591 -4.433 -1.731  0.3441
H: -0.217 -4.494 -1.958  0.3525

Its net charge is 0. As for the SMILES: Cc1ccccc1.Cc1ccccc1. The value obtained for the molecular weight is 184.28 g/mol. The HOMO-LUMO gap is 9.894 eV.